<w>
Below is a 4-piece molecular cluster, CH12N2O3 overall, with properties calculated with wB97M-V/def2-TZVPD.

```
18
CH12N2O3 | the Open Molecules 2025 dataset | wB97M-V/def2-TZVPD
O 0.86555 -0.25240 3.98564
O 0.43630 -3.69574 -0.55545
O -0.47391 2.35563 1.71475
N -1.20125 -0.08204 -2.38868
N 0.98999 0.77712 -1.26602
C -0.33890 0.02048 -1.21732
H -1.77770 0.77361 -2.55573
H -0.70494 3.27501 1.88616
H 0.96396 -2.98549 -0.87396
H 0.77294 1.77355 -1.29833
H -0.19985 -3.55638 -1.22308
H 1.42419 -0.55115 3.20481
H 1.67520 0.51464 -0.58295
H 0.44787 0.48024 3.53119
H -0.22029 -0.97744 -0.75468
H -0.88213 0.58654 -0.47440
H -0.58481 -0.29977 -3.16313
H -1.19221 1.84359 2.03117
```

---

<x>
Below is a 4-piece molecular cluster, CH12N2O3 overall, with properties calculated with wB97M-V/def2-TZVPD.

```
18
CH12N2O3 | the Open Molecules 2025 dataset | wB97M-V/def2-TZVPD
O -1.05153 0.83585 -2.44940
O 2.64342 -1.34313 1.03995
O 1.55617 0.06248 -1.54087
N -0.49063 -0.89474 0.58668
N -1.91127 0.99927 0.73219
C -0.90772 0.26273 1.40850
H -1.05519 1.57870 -2.98691
H 1.94678 -0.65017 -1.06815
H -1.24695 -0.02486 2.42524
H -2.72625 0.39694 0.49541
H 2.76687 -1.52067 2.01388
H 1.67705 -1.12172 0.94184
H 0.02712 0.83957 1.46621
H -1.53377 1.22933 -0.22719
H 1.95601 0.81344 -1.08964
H -0.15295 0.71390 -2.13667
H -0.40453 -0.48595 -0.32594
H -1.09262 -1.69097 0.71488
```

---

Preferred: <x>; penalty for the next structure: 0.0305 hartree.

---

<w>
Below is a 2-piece molecular cluster, C5H11NO overall, with properties calculated with wB97M-V/def2-TZVPD.

```
18
Properties=species:S:1:pos:R:3
O 1.26869 3.07170 1.98191
N -1.49379 -0.17501 -1.29238
C -2.61420 -0.75501 -1.60151
C 0.69601 -1.27298 -0.65747
C -0.61452 -0.55180 -0.28177
C 1.88740 -0.38666 -0.15089
C -0.91361 -0.36253 1.04665
H 0.71975 -1.13107 -1.78136
H -2.88805 -1.78360 -1.95377
H -1.83279 -0.12460 1.57018
H 0.70119 -2.43544 -0.44371
H 2.70299 -0.62864 -0.73385
H 1.35688 3.53228 1.18497
H 1.67716 0.53578 -0.57353
H -3.50112 -0.17703 -1.47866
H 2.20494 -0.20097 0.90316
H 0.68764 3.64354 2.59573
H -0.04458 -0.79797 1.66632
```

charge	+1
spin multiplicity	2

---

<x>
Below is a 2-piece molecular cluster, C5H11NO overall, with properties calculated with wB97M-V/def2-TZVPD.

```
18
Properties=species:S:1:pos:R:3
O -2.40055 0.22624 1.01241
N 1.02809 0.81770 -0.86542
C 1.70101 -0.31502 -0.26610
C 0.96458 -0.88088 0.94310
C -0.22522 0.77574 -1.34102
C -1.10566 1.79545 -1.25155
C 0.43207 -2.06608 1.08055
H -0.00686 -2.40544 2.01872
H -2.06096 1.82122 -1.76997
H 1.75644 -1.12666 -1.01216
H 0.31896 -2.87314 0.36703
H -2.09630 -0.41319 1.67508
H -1.54389 0.51155 0.68002
H -0.98174 2.68373 -0.63416
H 1.22713 1.71686 -0.42376
H 2.74406 -0.06192 -0.06382
H -0.60969 -0.12095 -1.82851
H 0.85854 -0.08521 1.67956
```

charge	+1
spin multiplicity	2

---

<y>
Below is a 2-piece molecular cluster, C5H11NO overall, with properties calculated with wB97M-V/def2-TZVPD.

```
18
Properties=species:S:1:pos:R:3
O -0.60791 -4.36252 2.82652
N 1.16266 2.06916 -3.43272
C -0.66341 0.53155 0.75775
C 0.22146 1.47453 -1.26238
C -0.86964 -0.47065 1.82936
C 0.66866 1.18949 -2.53184
C 0.25552 0.46309 -0.24940
H 2.18011 1.96324 -3.47942
H -0.19480 -3.54452 3.12373
H -1.16097 -4.11271 2.07880
H 1.04930 3.03286 -3.11860
H -0.03624 -0.36814 2.53902
H -0.09390 2.42441 -0.83757
H -1.21462 1.46752 0.84236
H -1.71360 -0.20157 2.45949
H 1.08239 -0.24092 -0.19853
H -0.97617 -1.48253 1.44693
H 0.91117 0.16770 -2.79348
```

charge	+1
spin multiplicity	2

---

<z>
Below is a 2-piece molecular cluster, C5H11NO overall, with properties calculated with wB97M-V/def2-TZVPD.

```
18
Properties=species:S:1:pos:R:3
O -2.09087 -1.38510 -0.12849
N -3.42944 0.44922 0.11918
C 1.21445 0.07796 -0.82608
C 2.44673 0.97524 1.17287
C 1.74269 -0.07863 0.45247
C -2.60661 -0.53360 0.56514
C 0.52483 -0.97771 -1.58787
H 3.51957 0.78699 1.33104
H 2.07838 1.06903 2.20317
H 2.38662 1.96965 0.72930
H 1.56132 -0.99502 1.00745
H 1.16177 -1.32032 -2.40879
H -2.45577 -0.53067 1.65600
H -3.46143 0.64688 -0.86928
H -0.42798 -0.57424 -1.94608
H -3.64582 1.16901 0.77741
H 0.21611 -1.80304 -0.94633
H 1.26544 1.05433 -1.30111
```

charge	+1
spin multiplicity	2

---

Preferred: <z>; penalty for the next structure: 0.0146 hartree.

---

<w>
Below is a 2-piece molecular cluster, C5H11NO overall, with properties calculated with wB97M-V/def2-TZVPD.

```
18
Properties=species:S:1:pos:R:3
O -6.11417 3.18066 -1.07782
N 0.65804 -1.45709 -0.59956
C 2.13788 0.44810 -0.01909
C 0.75966 -0.68642 1.71683
C 1.16146 -0.45465 0.25700
C 1.32776 -0.11878 2.82354
C 1.04154 -1.33489 -2.03165
H -6.35228 2.31051 -1.31647
H 0.06877 -1.53904 1.97598
H 0.80127 -0.19774 3.82855
H 0.90203 -0.22857 -2.25806
H 2.09111 -1.63955 -2.61215
H 0.25049 -1.83416 -2.68227
H -0.22673 -1.96319 -0.45060
H 2.95104 0.37668 -0.71951
H 2.40593 1.32114 0.67004
H -5.93222 3.21081 -0.17593
H 2.06843 0.60619 2.67117
```

charge	+1
spin multiplicity	2

---

<x>
Below is a 2-piece molecular cluster, C5H11NO overall, with properties calculated with wB97M-V/def2-TZVPD.

```
18
Properties=species:S:1:pos:R:3
O -1.18174 -2.34106 -1.24929
N 0.71617 0.01725 -1.05423
C -1.97359 1.32680 -0.27628
C 2.38356 -0.78355 1.18711
C 0.30214 0.26513 0.18502
C 1.20462 -0.16939 1.26537
C -0.64240 1.29358 0.41609
H 0.89518 0.22398 2.23110
H -1.52681 -2.30011 -0.34799
H 0.45878 0.56254 -1.86704
H -0.82929 -1.47302 -1.46741
H -2.53846 0.46527 0.06325
H -0.39279 1.98362 1.21052
H 2.87289 -1.03178 0.24809
H -1.77159 1.26736 -1.34733
H 1.63946 -0.35841 -1.18651
H -2.46405 2.26883 -0.06903
H 2.84792 -1.21705 2.05855
```

charge	+1
spin multiplicity	2

---

Preferred: <x>; penalty for the next structure: 0.0533 hartree.

---

<w>
Below is C3H11N4 as an isolated structure, with properties calculated with wB97M-V/def2-TZVPD.

```
18
Properties=species:S:1:pos:R:3
N -1.52295 -1.01706 -0.54838
N 1.21188 -0.03755 -0.28238
N 0.25712 0.85090 0.17104
N 2.39578 0.74218 -0.58517
C -1.43722 0.15418 0.01269
C -2.43022 1.20156 0.28365
C 1.60620 -1.12286 0.69636
H 2.25079 1.55329 -1.25720
H -2.95227 1.79832 -0.57604
H -3.29527 0.59382 0.84226
H 3.05770 1.21982 0.18702
H -2.39525 -1.54430 -0.77561
H 0.94325 -0.37002 -1.25182
H 1.94003 -2.14303 0.21622
H 0.80291 -1.47140 1.28752
H -0.71808 -1.60809 -0.77053
H -2.02540 1.86627 0.97103
H 2.31100 -0.66606 1.37933
```

charge	+1

---

<x>
Below is C3H11N4 as an isolated structure, with properties calculated with wB97M-V/def2-TZVPD.

```
18
Properties=species:S:1:pos:R:3
N 1.42740 -0.75552 0.68060
N -1.70484 0.97077 -2.30980
N -0.33547 0.89721 -0.53550
N -0.07750 0.20045 0.68735
C 1.36555 -1.82447 -0.19896
C -1.33446 0.43773 -1.16715
C 0.18738 1.10065 1.86587
H 0.67805 0.44436 2.67982
H 1.41751 -1.52951 -1.21999
H -1.22840 1.86400 -2.55245
H -0.70933 -0.66179 1.07019
H 2.13356 -0.13114 0.37303
H 2.12450 -2.54411 0.22513
H -1.93441 -0.48800 -0.77253
H 0.36488 -2.29021 -0.00997
H 0.98972 1.86556 1.58779
H -0.78136 1.49415 2.30399
H -2.58279 0.94986 -2.70741
```

charge	+1

---

<y>
Below is a 2-piece molecular cluster, C3H11N4 overall, with properties calculated with wB97M-V/def2-TZVPD.

```
18
Properties=species:S:1:pos:R:3
N 2.10346 -0.27171 -0.86685
N 0.74789 1.83576 0.79118
N 0.71581 -0.42331 0.78520
N 0.14192 -1.55931 0.76837
C -2.24280 -0.18382 -0.49301
C -1.23768 0.82744 0.02156
C 0.02057 0.70778 0.49439
H 3.02857 -0.07509 -0.56462
H -1.54233 1.89615 0.04376
H -1.81268 -0.95478 -0.96006
H 0.61133 -2.38806 1.12177
H 1.62578 0.56951 -1.00100
H 2.03309 -0.98349 -1.61077
H -2.65466 0.35302 -1.36701
H -3.03480 -0.45227 0.24605
H -0.79984 -1.63610 0.38924
H 0.32477 2.71881 0.69752
H 1.44290 1.75314 1.51523
```

charge	+1

---

Preferred: <y>; penalty for the next structure: 0.0218 hartree.

---

<w>
Below is a 2-piece molecular cluster, C3H11N4 overall, with properties calculated with wB97M-V/def2-TZVPD.

```
18
Properties=species:S:1:pos:R:3
N 0.64166 0.25242 -1.40111
N -1.19705 -0.78203 0.50315
N -0.49151 -2.21281 2.17487
N 2.69692 1.26812 -1.80435
C -2.11532 0.35929 0.38969
C -0.70191 -1.03958 1.79707
C 1.82872 0.64427 -1.04150
H -1.61150 1.25572 0.72906
H 2.13505 0.43595 -0.02216
H 2.52838 1.43320 -2.78476
H -1.59434 -1.63873 0.13335
H -2.39073 0.49147 -0.65471
H -0.11864 -2.23114 3.11984
H 3.61042 1.47715 -1.43304
H -3.03540 0.20282 0.94328
H -0.52208 -0.13625 2.38695
H 0.31802 0.41549 -2.34386
H 0.01931 -0.19535 -0.69177
```

charge	+1

---

<x>
Below is an isolated ion of composition C3H11N4 and charge +1, with properties calculated with wB97M-V/def2-TZVPD.

```
18
Properties=species:S:1:pos:R:3
N 0.16596 -2.99285 -0.06083
N -0.49530 -0.88076 0.11177
N -0.34822 1.33719 -0.64791
N -0.03440 0.55080 0.51241
C -0.89808 0.90377 1.60580
C 0.65452 1.53224 -1.69789
C 0.43635 -1.71126 0.23555
H -0.86126 -3.10785 -0.31633
H 1.06220 0.57457 -2.04719
H -0.58369 0.35842 2.51477
H 0.34650 2.26779 -2.58210
H -1.27910 1.11016 -1.08210
H 0.85048 -3.75898 0.10140
H -1.88488 0.47730 1.43700
H 1.05943 0.73605 0.57439
H 1.34440 2.17772 -1.10025
H 1.53451 -1.53850 0.53718
H -1.06942 1.96419 1.90435
```

charge	+1

---

<y>
Below is an isolated ion of composition C3H11N4 and charge +1, with properties calculated with wB97M-V/def2-TZVPD.

```
18
Properties=species:S:1:pos:R:3
N -1.41493 0.06366 0.34100
N 1.23655 0.37239 0.08379
N 0.39586 0.19707 -1.03772
N 2.28326 1.24404 -0.12673
C -2.81318 -0.09791 0.66582
C -0.91731 0.11233 -0.84273
C 1.83067 -1.05169 0.64210
H 2.02530 2.22134 -0.20968
H -3.39609 0.26396 -0.24987
H 0.92877 -1.59669 0.86498
H -2.97552 -1.13592 0.82186
H -1.51763 0.25824 -1.77269
H -3.35122 0.36933 1.60879
H 0.71083 0.48023 -1.97242
H 3.13253 0.84336 -0.67494
H 2.38295 -1.40343 -0.19866
H 2.38412 -1.02999 1.52485
H -0.85276 0.00810 1.17590
```

charge	+1

---

<z>
Below is a 2-piece molecular cluster, C3H11N4 overall, with properties calculated with wB97M-V/def2-TZVPD.

```
18
Properties=species:S:1:pos:R:3
N 0.97432 -0.70098 1.83390
N -0.35377 0.66932 0.46008
N 0.31900 -0.54829 0.62744
N -1.14564 0.90158 -2.41031
C 1.04470 0.36531 2.81101
C 0.48807 -1.32397 -0.38579
C -1.44552 0.09183 -3.31245
H -1.71202 0.16346 -4.43620
H 1.22680 -1.68568 2.06477
H -0.68085 0.83554 -0.55411
H -1.61109 -0.90602 -2.97444
H -0.21516 1.23380 1.18011
H 0.01638 0.71251 3.15054
H 1.56562 1.25611 2.38061
H 0.00085 -0.86777 -1.24913
H 1.19219 -2.18522 -0.26256
H -1.12531 1.91171 -2.63143
H 1.46143 0.07675 3.70795
```

charge	+1

---

Preferred: <w>; penalty for the next structure: 0.1139 hartree.

---

<w>
Below is a 2-piece molecular cluster, C4H14NO overall, with properties calculated with wB97M-V/def2-TZVPD.

```
20
Properties=species:S:1:pos:R:3
O 2.03950 0.90298 -0.18796
N 0.77322 -0.96223 1.48450
C -0.98893 0.76933 -0.10031
C -1.55131 1.37562 -1.37589
C -0.09797 -1.66794 0.54413
C -0.85334 -0.69448 -0.41217
H -2.35397 0.97726 -1.77948
H -0.75362 1.30639 -2.10947
H -1.40871 1.26701 0.69351
H 0.49514 -0.68396 2.44859
H 2.01788 1.76640 0.18887
H 1.53258 -1.58793 1.57688
H -1.88637 2.36674 -1.20435
H 2.74936 0.85200 -0.82390
H -0.41862 -0.83122 -1.44422
H -1.85223 -1.00682 -0.52283
H 0.62841 -2.34325 -0.02892
H 0.07447 1.12316 0.07685
H -0.76152 -2.33460 1.04814
H 1.15797 -0.05454 1.05793
```

charge	+1

---

<x>
Below is a 2-piece molecular cluster, C4H14NO overall, with properties calculated with wB97M-V/def2-TZVPD.

```
20
Properties=species:S:1:pos:R:3
O -0.36997 1.98802 -2.66674
N 1.07616 1.09064 -0.36264
C 0.91319 -1.75107 0.64548
C -0.04576 -0.63628 1.06935
C -0.24250 0.38750 -0.08195
C -1.46677 -1.12476 1.41537
H -0.49061 -0.15687 -0.97627
H -0.30239 2.94156 -2.52871
H -1.91437 -0.35121 2.03825
H -0.60019 1.91772 -3.60031
H 1.45840 1.03216 -1.31155
H -1.39808 -2.04473 1.99882
H -0.93813 1.14639 0.23304
H 0.67326 -2.07096 -0.35711
H 0.28671 -0.03282 1.90368
H 0.93167 2.08695 -0.23750
H 1.77660 0.81983 0.30831
H 0.82437 -2.56556 1.35317
H 1.93246 -1.37807 0.60527
H -2.10407 -1.29842 0.55202
```

charge	+1

---

Preferred: <x>; penalty for the next structure: 0.0510 hartree.